1.
{"formula": "C5H7NO", "method": "wB97M-V/def2-TZVPD", "multiplicity": 1, "max_force_ev_per_a": 2.0, "total_energy_ev": -8835.3162, "de_lowest_ev": 0.887, "homo_ev": -8.400, "smiles": "C[C@H]1C=CNC1=O", "homo_lumo_gap_ev": 9.26, "species": ["H", "H", "H", "H", "N", "H", "C", "C", "C", "H", "C", "H", "O", "C"], "xyz": [[2.787, 0.878, 0.296], [-2.367, 1.066, -0.234], [-2.252, 0.030, 1.195], [0.390, 2.072, 0.722], [1.603, -0.854, -0.179], [2.331, -1.526, -0.350], [-1.946, 0.133, 0.149], [0.605, 1.049, 0.464], [-0.448, 0.133, -0.104], [-2.402, -0.696, -0.406], [0.265, -1.190, -0.281], [-0.182, 0.743, -1.014], [-0.174, -2.301, -0.506], [1.790, 0.464, 0.250]], "mulliken_charge": [0.41, 0.34, 0.30, 0.40, -0.05, 0.20, -1.20, -0.77, 0.75, 0.32, 0.21, 0.12, -0.63, -0.41]}

***

2.
{"formula": "C6H12O4S", "method": "wB97M-V/def2-TZVPD", "multiplicity": 1, "max_force_ev_per_a": 3.4, "total_energy_ev": -25440.0902, "de_lowest_ev": 1.671, "homo_ev": -9.048, "smiles": "C[C@H]1S[C@H](O)[C@H](O)[C@@H](O)[C@@H]1O", "homo_lumo_gap_ev": 9.48, "species": ["O", "C", "C", "H", "H", "C", "C", "H", "H", "H", "H", "C", "H", "H", "C", "H", "S", "H", "H", "O", "O", "O", "H"], "xyz": [[0.111, -0.229, -2.827], [-1.475, 0.447, -1.198], [-0.016, 0.219, -1.446], [0.747, 2.457, 2.094], [0.769, -1.221, 1.641], [0.620, -0.766, -0.498], [0.074, -0.762, 0.941], [2.528, -1.098, 0.161], [1.549, 1.699, 0.510], [-1.872, 1.277, -1.834], [-2.383, -1.269, -0.620], [1.044, 1.467, 1.447], [0.405, 1.315, -1.376], [0.478, -1.755, -0.926], [-0.260, 0.625, 1.362], [0.995, -0.420, -3.117], [-1.631, 1.199, 0.350], [-0.634, 0.630, 2.384], [1.617, 0.815, 2.162], [-0.986, -1.831, 0.994], [2.037, -0.499, -0.483], [-2.232, -0.695, -1.464], [-1.486, -1.606, 1.744]], "mulliken_charge": [-0.57, 0.01, 0.01, 0.28, 0.47, -0.14, -0.75, 0.39, 0.32, 0.44, 0.43, -1.09, 0.02, 0.35, 0.27, 0.35, -0.27, 0.52, 0.29, -0.57, -0.55, -0.57, 0.36]}

***

3.
{"formula": "C45H105N15O15", "method": "wB97M-V/def2-TZVPD", "multiplicity": 1, "max_force_ev_per_a": 4.7, "total_energy_ev": -101434.8137, "de_lowest_ev": 6.813, "homo_ev": -9.139, "homo_lumo_gap_ev": 8.95, "species": ["C", "H", "H", "H", "H", "C", "H", "H", "C", "C", "H", "H", "C", "O", "H", "C", "C", "H", "H", "H", "C", "H", "H", "H", "H", "H", "H", "C", "C", "C", "O", "H", "H", "H", "C", "C", "C", "O", "H", "C", "C", "H", "O", "H", "H", "H", "C", "C", "O", "H", "H", "H", "C", "H", "H", "H", "N", "N", "C", "H", "H", "N", "O", "C", "H", "H", "H", "H", "H", "C", "H", "H", "H", "H", "C", "C", "N", "H", "H", "H", "H", "H", "H", "H", "C", "H", "H", "H", "C", "C", "H", "H", "N", "C", "C", "H", "H", "H", "H", "H", "H", "C", "H", "C", "H", "H", "O", "C", "H", "H", "H", "C", "H", "H", "C", "C", "H", "H", "O", "C", "O", "C", "H", "H", "O", "H", "N", "O", "H", "H", "H", "H", "O", "H", "C", "N", "H", "H", "C", "H", "N", "H", "O", "H", "H", "H", "N", "H", "C", "N", "N", "O", "H", "H", "H", "N", "H", "H", "O", "H", "H", "H", "C", "H", "H", "C", "H", "C", "H", "H", "N", "H", "H", "H", "N", "C", "H", "C", "H", "N"], "xyz": [[-7.425, -13.123, -18.344], [-4.261, -5.816, -6.884], [-1.645, -7.423, -17.133], [2.708, -9.130, -11.063], [-0.606, -19.693, -6.468], [-2.625, -10.856, -10.330], [-4.758, -13.982, -3.916], [-3.399, -11.624, -10.342], [6.315, -12.942, -1.399], [-9.590, -4.724, -13.410], [-2.929, -2.146, -4.093], [-2.377, -11.921, -16.549], [-0.326, -13.173, -8.496], [-8.074, -6.936, -12.445], [-1.485, -2.869, -4.729], [-2.486, -2.539, -5.008], [6.008, -16.227, -10.584], [-0.685, -13.240, -7.469], [-10.492, -6.066, -7.999], [-9.281, -5.737, -6.835], [-8.087, -9.557, -8.337], [-2.790, -7.469, -18.485], [-2.541, -11.212, -14.972], [5.706, -14.527, -2.690], [4.440, -4.569, -5.655], [1.872, -12.166, -12.034], [-7.679, -11.953, -14.456], [-1.440, -11.278, -9.500], [-7.670, -12.754, -16.897], [3.235, -14.421, -3.111], [-0.648, -8.180, -0.024], [-7.642, -10.266, -7.639], [-3.156, -18.355, -14.633], [-7.653, -4.060, -13.731], [4.099, -13.425, -2.275], [5.196, -15.832, -9.448], [3.490, -4.718, -6.170], [-0.922, -10.464, -8.722], [0.025, -24.521, -6.588], [2.825, -12.568, -12.378], [-2.649, -7.721, -17.435], [-8.906, -10.146, -8.749], [3.585, -12.449, -1.696], [-1.511, -17.482, -15.988], [6.652, -12.049, -1.926], [3.798, -4.907, -7.198], [-0.449, -5.440, -10.975], [-0.005, -20.063, -7.298], [-2.828, -15.728, -12.800], [-4.389, -13.836, -6.283], [5.883, -12.803, -0.408], [-9.922, -4.171, -14.288], [-3.342, -3.581, -5.696], [4.052, -7.092, -6.617], [-0.150, -9.686, -1.589], [3.924, -15.112, -3.597], [3.276, -7.084, -5.971], [0.363, -5.311, -12.192], [3.421, -9.952, -11.008], [0.669, -12.737, -8.403], [-1.267, -4.722, -10.911], [-6.641, -12.216, -16.224], [-4.406, -3.254, -6.256], [-4.339, -14.781, -5.742], [-2.526, -6.637, -0.799], [-6.157, -12.907, -14.293], [-2.734, -6.593, -6.519], [-0.195, -19.658, -8.292], [-2.048, -4.954, -5.172], [1.250, -5.918, -14.408], [2.760, -13.378, -13.104], [-0.902, -11.355, -15.708], [-3.635, -15.471, -6.204], [-8.322, -7.284, -9.224], [2.657, -8.390, -5.664], [-2.118, -16.779, -15.417], [-2.979, -4.865, -5.555], [-5.814, -11.886, -16.701], [-3.037, -9.948, -9.891], [-8.386, -13.325, -18.819], [-4.108, -6.572, -5.245], [0.008, -21.861, -8.493], [1.573, -8.423, -5.775], [-1.655, -24.036, -6.559], [-1.422, -8.404, -0.946], [7.197, -13.578, -1.332], [-3.343, -7.830, -1.878], [-2.391, -10.674, -11.379], [2.734, -5.917, -5.671], [-6.636, -12.045, -14.760], [3.024, -9.080, -6.425], [-3.873, -17.527, -11.213], [5.845, -14.896, -8.705], [5.197, -14.058, -7.688], [-7.507, -6.026, -13.025], [-1.386, -16.117, -14.955], [-3.392, -8.033, -0.185], [1.237, -4.816, -12.083], [5.703, -14.127, -6.724], [4.184, -9.779, -10.249], [-6.799, -12.399, -18.866], [0.192, -6.065, -13.298], [4.626, -9.709, -12.698], [-2.991, -14.978, -3.619], [-2.769, -15.421, -1.497], [-6.104, -11.125, -14.518], [4.384, -11.669, -13.979], [-2.968, -14.589, -2.173], [-5.594, -7.005, -13.473], [-2.612, -16.124, -16.134], [-9.876, -4.112, -12.555], [-8.570, -8.313, -7.545], [2.953, -8.704, -4.663], [-0.848, -23.862, -8.051], [-1.959, -11.159, -15.892], [-0.287, -22.366, -6.598], [6.129, -15.336, -11.199], [-5.351, -15.175, -5.834], [-8.881, -8.383, -6.384], [-3.266, -16.817, -13.239], [-8.734, -12.979, -16.324], [-2.735, -7.690, -0.984], [-0.828, -6.459, -10.897], [2.114, -5.291, -14.188], [4.115, -16.286, -9.207], [2.975, -10.843, -10.566], [5.399, -13.653, -2.289], [-3.772, -9.807, -17.913], [0.760, -5.453, -15.264], [-9.085, -5.257, -8.507], [4.170, -14.388, -7.532], [3.252, -12.971, -11.459], [-2.057, -15.610, -4.001], [6.768, -14.569, -8.953], [-3.588, -6.086, -6.070], [-2.126, -9.799, -16.285], [-5.726, -5.293, -13.940], [-7.374, -9.301, -9.121], [-2.934, -9.211, -17.233], [-1.956, -9.309, -3.803], [-8.124, -4.928, -13.521], [-10.087, -5.694, -13.369], [-0.266, -22.047, -5.395], [-5.517, -5.615, -12.309], [0.957, -19.638, -7.012], [6.978, -16.545, -10.201], [-2.939, -17.393, -14.416], [5.016, -13.053, -8.071], [-1.854, -9.945, -2.924], [-1.043, -9.313, -1.878], [-4.045, -14.549, -4.353], [-0.642, -6.922, -13.451], [-2.851, -10.169, -2.547], [-1.700, -9.131, -15.659], [-1.773, -13.237, -10.066], [-0.005, -21.524, -7.541], [2.592, -15.056, -2.501], [-2.395, -1.727, -5.729], [1.639, -5.775, -5.106], [-2.113, -13.926, -2.038], [-0.078, -14.196, -8.779], [-3.570, -18.731, -12.439], [-6.002, -6.034, -13.190], [-3.436, -7.183, -16.906], [2.654, -13.826, -3.815], [3.718, -11.481, -12.951], [1.728, -6.861, -14.673], [-0.680, -23.786, -6.976], [-1.381, -10.853, -3.297], [2.944, -3.778, -6.096], [-8.681, -7.268, -8.280], [5.480, -16.993, -11.152], [-6.896, -14.076, -18.322], [-3.867, -14.039, -1.893], [-1.284, -12.612, -9.441], [-9.410, -6.074, -7.863], [0.142, -5.188, -10.094], [-4.016, -17.751, -12.270], [-5.077, -17.769, -12.519], [3.931, -10.307, -12.273]], "mulliken_charge": [-1.03, 0.30, 0.30, 0.23, 0.33, -1.07, 0.21, 0.38, -0.89, -0.83, 0.24, 0.33, -0.98, -0.65, 0.30, -0.96, -1.19, 0.31, 0.31, 0.31, -1.05, 0.32, 0.30, 0.26, 0.32, 0.37, 0.33, 0.75, 0.76, -0.85, -0.66, 0.31, 0.25, 0.23, 0.68, 0.85, -1.17, -0.70, 0.24, -1.11, -0.98, 0.26, -0.68, 0.34, 0.27, 0.33, -0.91, -0.88, -0.64, 0.29, 0.29, 0.31, 0.71, 0.25, 0.25, 0.27, -0.15, -0.17, -0.66, 0.22, 0.29, -0.11, -0.67, -0.90, 0.28, 0.24, 0.35, 0.31, 0.21, -0.95, 0.29, 0.29, 0.32, 0.16, -0.85, -0.90, -0.12, 0.17, 0.28, 0.30, 0.25, 0.25, 0.30, 0.26, 0.55, 0.35, 0.26, 0.24, 0.74, -0.83, 0.29, 0.28, -0.22, -0.91, 0.75, 0.30, 0.25, 0.28, 0.31, 0.31, 0.33, 0.62, 0.24, 0.68, 0.28, 0.26, -0.67, -0.90, 0.26, 0.27, 0.28, 0.74, 0.29, 0.30, -0.92, 0.66, 0.30, 0.32, -0.65, 0.69, -0.66, -0.86, 0.28, 0.36, -0.62, 0.11, -0.19, -0.65, 0.24, 0.33, 0.31, 0.27, -0.61, 0.23, -0.89, -0.09, 0.31, 0.31, 0.72, 0.29, -0.23, 0.31, -0.66, 0.27, 0.27, 0.35, -0.16, 0.30, -0.96, -0.09, -0.18, -0.62, 0.31, 0.15, 0.24, -0.17, 0.28, 0.29, -0.65, 0.22, 0.41, 0.32, -1.00, 0.22, 0.21, 0.71, 0.27, -0.91, 0.37, 0.28, -0.10, 0.30, 0.25, 0.29, -0.08, -0.93, 0.31, -1.02, 0.27, -0.10]}